No. 1
The following is a quantum chemistry calculation of a single C2H2N2O2 molecule, from the OMol25 dataset.

The geometry in XYZ format:
```
8
Properties=species:S:1:pos:R:3
O -0.05520 -1.20542 -1.47718
C 0.04587 -0.58064 -0.45037
N -0.72339 -0.60429 0.54177
N -0.40435 0.32000 1.36828
C 0.38513 1.16957 0.80278
O 0.88449 0.50059 -0.42502
H -1.14039 -1.66403 -1.55736
H 1.00784 2.06420 1.19710
```

Properties
Structure (SMILES) ... Oc1nnco1
Multiplicity ... 1
Energy relative to the best compared isomer or geometry (same formula, charge and spin) ... 325.4 kJ/mol
E_LUMO ... -0.09 eV

***

No. 2
The following is a quantum chemistry calculation of C25H32BF4MnN4OP as an isolated structure, from the OMol25 dataset.

The geometry in XYZ format:
```
69
Properties=species:S:1:pos:R:3
Mn 0.27176 -0.27426 -0.55016
N -0.71645 -1.65734 -1.73984
C 0.03638 -1.90670 -2.97928
C 1.52772 -1.82382 -2.67481
N 1.84385 -0.54373 -1.99384
C 3.09869 -0.62766 -1.22120
C 3.13813 0.45839 -0.15625
N 1.88678 0.41704 0.63208
C 1.84276 0.58708 -2.94837
C 1.08553 1.79526 -2.41058
N -0.16789 1.34212 -1.79716
H -0.73052 -2.50197 -1.16922
H -1.68799 -1.40741 -1.89034
H -0.24819 -1.15245 -3.71770
H -0.18821 -2.88350 -3.41343
H 2.11880 -1.93771 -3.59161
H 1.79281 -2.63405 -1.99632
H 3.97352 -0.55003 -1.87875
H 3.12035 -1.60269 -0.73636
H 3.21782 1.44744 -0.60984
H 4.01975 0.32525 0.47567
H 1.80171 1.26313 1.18395
H 1.91287 -0.36328 1.28566
H 1.36530 0.25819 -3.87330
H 2.86852 0.86870 -3.20797
H 0.93196 2.52144 -3.21575
H 1.65278 2.29061 -1.62334
H -0.85157 1.09229 -2.50571
H -0.58317 2.08152 -1.22889
O -2.40309 -0.61752 0.25320
C -1.37532 -0.06889 0.67800
C -1.54101 0.47665 2.09598
C -1.90123 -0.46594 3.06742
C -2.09148 -0.08755 4.37958
C -1.96348 1.25135 4.74572
C -1.62165 2.19264 3.79692
C -1.37356 1.81219 2.47146
P -0.89350 3.03242 1.20196
C -1.80885 4.51635 1.77350
C -1.23736 5.58726 2.45318
C -2.01830 6.66619 2.84927
C -3.37607 6.68382 2.57610
C -3.95630 5.61816 1.89811
C -3.17580 4.54903 1.49457
C 0.83338 3.46619 1.65738
C 1.56700 4.20135 0.72313
C 2.89328 4.53161 0.95851
C 3.51186 4.11568 2.13109
C 2.79550 3.38092 3.06455
C 1.46360 3.05934 2.83183
H -2.03364 -1.49572 2.76125
H -2.36115 -0.82902 5.12138
H -2.14238 1.55923 5.76820
H -1.55427 3.23690 4.08012
H -0.17898 5.58069 2.68234
H -1.56144 7.49245 3.37934
H -3.98201 7.52372 2.89025
H -5.01685 5.62416 1.68245
H -3.63081 3.71811 0.96638
H 1.08366 4.52355 -0.19351
H 3.44542 5.10946 0.22812
H 4.54931 4.36330 2.31482
H 3.27387 3.05452 3.97932
H 0.91596 2.47542 3.55993
F 0.35251 -3.97102 -0.44883
B 1.13153 -3.41467 0.57760
F 2.48006 -3.41595 0.20357
F 0.91615 -4.00887 1.79027
F 0.72977 -2.00438 0.68148
```

Properties
Multiplicity ... 2
Energy relative to the best compared isomer or geometry (same formula, charge and spin) ... 68.1 kJ/mol
E_LUMO (spin up / spin down) ... 0.25 / 0.25 eV

***

No. 3
The following is a quantum chemistry calculation of C8H8FN10O4S2Ti as an isolated structure, from the OMol25 dataset.

The geometry in XYZ format:
```
34
Properties=species:S:1:pos:R:3
Ti 0.67514 0.30577 0.51524
N 3.15071 -2.07147 -0.44346
C 3.34386 -0.74950 -0.79615
N 4.37726 -0.35647 -1.51156
N 4.14128 0.96975 -1.69868
N 3.05331 1.32906 -1.11733
N 2.50096 0.22944 -0.50797
C 2.14116 -2.50669 0.39619
N 2.12905 -3.71744 0.90812
N 0.98071 -3.74713 1.63801
N 0.35895 -2.62611 1.54704
N 1.07573 -1.79177 0.73464
H 3.94633 -2.67692 -0.52949
O -0.28084 -0.08086 -1.05184
N -1.27475 0.65631 -1.54862
C -0.93582 1.89662 -1.94555
C -1.81279 2.70387 -2.60274
C -3.09804 2.19510 -2.84932
C -3.42969 0.95718 -2.42348
C -2.51558 0.09013 -1.72447
S -2.90969 -1.44951 -1.18562
H 0.07094 2.18309 -1.67363
H -1.50668 3.69615 -2.89975
H -3.83073 2.79666 -3.37814
H -4.41661 0.55136 -2.59293
F 0.92217 2.11008 0.60339
C -1.25011 -0.82296 3.69088
S -0.48796 0.56119 2.92101
O -0.71771 1.68018 3.79961
O 0.93928 0.24927 2.67906
O -1.11672 0.66655 1.57455
H -1.12696 -0.70896 4.76707
H -0.79491 -1.73689 3.30163
H -2.30129 -0.78509 3.40430
```

Properties
Charge ... -2
Multiplicity ... 2
Energy relative to the best compared isomer or geometry (same formula, charge and spin) ... 41.1 kJ/mol
E_LUMO (spin up / spin down) ... 4.82 / 4.82 eV

***

No. 4
The following is a quantum chemistry calculation of an isolated ion of composition C8H5Cl2O4S and charge -1, from the OMol25 dataset.

The geometry in XYZ format:
```
20
Properties=species:S:1:pos:R:3
O -1.89486 1.41475 -2.60059
C -1.22498 0.63109 -2.02648
Cl 0.07841 -0.07755 -3.47316
C -1.22560 0.26063 -0.60188
Cl -2.44547 1.31764 0.14677
C 0.02890 0.26740 0.13611
C 0.94811 -0.77579 -0.01945
C 2.18530 -0.73977 0.56876
C 2.48244 0.33727 1.38028
C 1.55506 1.26988 1.68451
C 0.36322 1.29050 1.08473
S -2.12365 -1.52325 -0.36691
O -3.47138 -1.22899 -0.86635
O -1.40374 -2.44882 -1.20034
O -2.01175 -1.59503 1.05831
H 0.60702 -1.53986 -0.81941
H 2.78268 -1.60841 0.40248
H 3.37469 0.68721 1.92112
H 1.80170 2.13957 2.31541
H -0.40609 1.92154 1.27607
```

Properties
Charge ... -1
Structure (SMILES) ... O=C(Cl)[C@](Cl)(c1ccccc1)S(=O)(=O)[O-]
Multiplicity ... 1
Energy relative to the best compared isomer or geometry (same formula, charge and spin) ... 15.5 kJ/mol
E_LUMO ... 3.15 eV

***

No. 5
The following is a quantum chemistry calculation of a 2-piece molecular cluster, CH2N2O3 overall, from the OMol25 dataset.

The geometry in XYZ format:
```
8
Properties=species:S:1:pos:R:3
C 0.07820 0.52438 0.17905
N -1.24337 1.03571 0.36992
N -2.78306 -0.12732 -0.05526
O -3.46701 -0.11149 0.90480
O -2.82990 -0.48230 -1.18836
O -0.61830 1.05747 -0.88814
H 0.90809 1.12391 0.55058
H 0.22582 -0.48124 0.19012
```

Properties
Multiplicity ... 1
Energy relative to the best compared isomer or geometry (same formula, charge and spin) ... 525.8 kJ/mol
E_LUMO (spin up / spin down) ... -0.35 / -0.48 eV

***

No. 6
The following is a quantum chemistry calculation of a 16-piece molecular cluster, C28H92N28O16 overall, from the OMol25 dataset.

The geometry in XYZ format:
```
164
Properties=species:S:1:pos:R:3
C 9.90705 -7.64212 -0.38097
C 10.12204 -6.64190 0.78830
C 8.88526 -5.83115 1.20304
O 8.40084 -5.18516 0.06626
C 7.19356 -4.52831 0.28557
N 10.63231 -7.50727 1.82115
H 10.79642 -8.24429 -0.56675
H 9.53245 -7.02621 -1.19854
H 8.97687 -8.18053 -0.19937
H 10.90985 -5.92631 0.55293
H 9.22079 -5.07580 1.91363
H 8.13987 -6.51571 1.60784
H 7.12228 -3.89576 1.17039
H 6.53404 -5.39331 0.35568
H 6.91720 -3.88548 -0.55019
H 11.45250 -7.98597 1.47731
H 9.99922 -8.29397 1.84102
C 0.99384 -10.24743 -3.56506
C 2.52332 -10.05850 -3.73281
C 3.31369 -11.37917 -4.04300
O 4.74781 -11.07367 -4.03874
C 5.65408 -12.12451 -4.53994
N 2.87191 -9.03380 -4.64517
H 0.48870 -10.09464 -4.51878
H 0.67884 -9.44816 -2.89419
H 0.71566 -11.19123 -3.09605
H 2.99216 -9.81640 -2.77903
H 2.99814 -11.77558 -5.00808
H 2.96507 -12.13614 -3.34046
H 5.41122 -12.58845 -5.49591
H 5.83287 -12.90950 -3.80513
H 6.55153 -11.60767 -4.87984
H 2.79183 -8.23095 -4.03762
H 3.88059 -9.08332 -4.63050
C -1.57921 12.02659 5.94263
C -0.87273 10.77260 6.30026
C -1.73481 9.92633 7.30169
O -1.60346 8.47854 7.11077
C -0.41073 7.94526 7.62950
N -0.71082 10.11396 5.02965
H -1.90207 12.56257 6.83516
H -2.41214 11.66341 5.34061
H -0.91271 12.67254 5.37113
H 0.11391 11.09976 6.62833
H -2.81059 9.96613 7.13078
H -1.73349 10.41494 8.27604
H -0.48404 6.92178 7.26177
H -0.20929 8.02385 8.69783
H 0.47103 8.43832 7.22024
H -1.18294 9.23594 5.19178
H 0.28525 9.94710 5.04065
C -0.76054 -1.55861 -1.44610
C -0.60624 -0.40872 -0.36454
C -0.98268 0.99152 -0.84279
O -0.44426 1.84926 0.11464
C -0.63806 3.25379 -0.14137
N -1.44630 -0.68524 0.75872
H -1.76010 -1.98962 -1.50279
H -0.00609 -2.30701 -1.20361
H -0.46670 -1.09555 -2.38808
H 0.45761 -0.47808 -0.13759
H -2.06526 1.11841 -0.84028
H -0.51611 1.28064 -1.78450
H -0.20147 3.52712 -1.10198
H -0.19186 3.79169 0.69508
H -1.64405 3.67210 -0.10821
H -2.30751 -1.07539 0.40347
H -1.61119 0.13412 1.32579
C -1.74975 5.60506 -6.49930
O -1.02525 5.04666 -7.32471
N -1.46773 6.76470 -6.07934
N -2.72495 4.97165 -5.86425
H -2.11021 7.10893 -5.38017
H -0.66325 7.25021 -6.44973
H -2.77090 3.96828 -5.97023
H -3.43662 5.50299 -5.38331
C -0.69469 -2.85850 7.88058
O -0.12203 -3.90459 8.15294
N -1.99881 -2.75376 7.79293
N -0.12136 -1.79598 7.34765
H -2.49926 -3.63018 7.83228
H -2.34334 -2.02517 7.18418
H -0.76424 -1.05265 7.11473
H 0.85974 -1.66646 7.54959
C 4.71021 3.92083 -4.43414
O 4.45598 5.06393 -4.28803
N 5.19812 3.37953 -5.53276
N 4.49749 3.01084 -3.52955
H 5.44442 4.07237 -6.22515
H 5.34759 2.42642 -5.83164
H 4.11286 3.48125 -2.72277
H 4.72419 2.03297 -3.64117
C 6.58837 1.56739 4.44291
O 6.37202 0.52394 5.05527
N 5.63867 2.33819 4.21311
N 7.80657 1.95232 4.04571
H 4.69799 1.99231 4.33787
H 5.88504 3.14466 3.65722
H 7.82871 2.73030 3.40200
H 8.61097 1.34247 4.07932
C 4.91651 8.79511 1.51569
O 5.46611 7.72593 1.65767
N 4.32464 9.21899 0.42065
N 4.81479 9.65093 2.46869
H 4.27946 8.56854 -0.35070
H 3.88056 10.12408 0.35993
H 5.14215 9.35778 3.37808
H 4.55698 10.55358 2.09606
C -6.42778 -2.45800 -5.84886
O -5.80178 -1.53408 -5.31264
N -7.64477 -2.80473 -5.44998
N -6.04020 -3.08611 -6.90428
H -7.99569 -2.53129 -4.54324
H -7.94163 -3.69837 -5.81521
H -5.24551 -2.71386 -7.40427
H -6.74431 -3.73782 -7.21988
C -7.18873 -9.02542 -0.60640
O -7.07492 -9.85645 -1.48662
N -8.17551 -9.06511 0.29268
N -6.54101 -7.93300 -0.42323
H -8.87462 -9.75351 0.05301
H -8.41000 -8.42834 1.04078
H -5.83896 -7.62982 -1.08300
H -6.70953 -7.49416 0.47070
C -7.09634 8.63059 1.21278
O -7.82952 8.02283 1.96002
N -6.22926 9.48820 1.68356
N -7.00164 8.55571 -0.08491
H -6.32764 9.75519 2.65265
H -5.46771 9.78294 1.08920
H -6.31740 9.11014 -0.57938
H -7.78935 8.10637 -0.52956
C -5.25090 2.77753 4.82358
O -4.48751 2.04246 5.40964
N -5.34720 3.04060 3.57812
N -6.22867 3.30709 5.52001
H -4.76118 2.62853 2.86618
H -5.93543 3.77753 3.21614
H -6.37675 2.81667 6.39045
H -6.93316 3.86247 5.05594
C 1.01237 -0.66758 -10.30461
O 1.35324 -1.58400 -11.06885
N 0.14988 0.23959 -10.59714
N 1.60286 -0.35103 -9.14744
H -0.32439 0.07122 -11.47282
H 0.00767 1.06909 -10.03872
H 1.30195 0.49371 -8.68272
H 2.22903 -0.98392 -8.67050
C -9.59666 2.07389 -0.48996
O -9.97816 0.92264 -0.78601
N -8.64952 2.62739 -1.10778
N -10.36267 2.93656 0.15953
H -8.10440 2.01701 -1.69970
H -8.74510 3.56362 -1.47446
H -11.28239 2.57291 0.36437
H -10.07525 3.84195 0.50267
C 0.11290 -7.41860 3.17344
O 0.81310 -8.34026 3.03488
N 0.48721 -6.12777 2.98876
N -1.18470 -7.56123 3.13593
H -0.17432 -5.36932 2.90362
H 1.47949 -5.99975 2.85060
H -1.56691 -6.70080 3.50153
H -1.41256 -8.45769 3.54159
```

Properties
Multiplicity ... 1
Energy relative to the best compared isomer or geometry (same formula, charge and spin) ... 1527.9 kJ/mol
E_LUMO ... -0.37 eV

***

No. 7
The following is a quantum chemistry calculation of a 2-piece molecular cluster, C24H29N2O overall, from the OMol25 dataset.

The geometry in XYZ format:
```
56
Properties=species:S:1:pos:R:3
C 3.52900 2.28068 -1.23698
N 2.13059 2.08581 -1.51451
C 1.48977 0.79735 -1.76400
C 1.75544 0.28521 -3.18210
C 1.91383 -0.26030 -0.75490
N 0.09578 1.15983 -1.60326
C -0.11883 2.54880 -1.82800
C -1.20936 3.14494 -0.94200
C -2.53601 2.46670 -1.16881
C -3.33784 2.86600 -2.24266
C -4.54678 2.20760 -2.48478
C -4.96459 1.16662 -1.64681
C -4.16281 0.78202 -0.56390
C -2.95099 1.43338 -0.31985
C 1.26226 3.14028 -1.51813
O 1.51715 4.31200 -1.26823
H 3.74607 3.34959 -1.29144
H 3.80061 1.92323 -0.23368
H 4.13846 1.73889 -1.96628
H 1.40458 1.00631 -3.93180
H 2.82662 0.10437 -3.33178
H 1.21320 -0.65914 -3.31766
H 1.75810 0.11141 0.26616
H 1.31249 -1.16860 -0.89114
H 2.97504 -0.51306 -0.88428
H -0.60936 0.50321 -1.92052
H -0.36257 2.77323 -2.89232
H -0.90257 3.03423 0.11051
H -1.25901 4.21134 -1.20716
H -2.99359 3.68758 -2.87963
H -5.15997 2.51524 -3.33228
H -5.91534 0.66099 -1.83432
H -4.47652 -0.02704 0.09727
H -2.31144 1.14957 0.52237
C 1.57484 -1.01016 3.20585
C 3.14691 -0.92818 3.19472
C 3.54360 -2.06471 2.29847
C 2.43761 -2.78748 1.88002
C 1.24248 -2.21371 2.37894
C -0.07595 -2.74933 2.21190
C -0.30478 -3.84904 1.33631
C -1.57121 -4.41239 1.21488
C -2.65100 -3.90848 1.95341
C -2.44937 -2.81787 2.81181
C -1.19160 -2.23567 2.93732
H 1.20666 -1.10056 4.23704
H 1.14668 -0.09353 2.77156
H 3.48151 0.05118 2.82634
H 3.52541 -1.04224 4.22113
H 4.57961 -2.28341 2.05333
H 2.45553 -3.68574 1.25889
H 0.52817 -4.25388 0.75665
H -1.71567 -5.25574 0.53974
H -3.63977 -4.36298 1.86076
H -3.28244 -2.42349 3.39387
H -1.03866 -1.39082 3.61399
```

Properties
Charge ... +1
Multiplicity ... 1
Energy relative to the best compared isomer or geometry (same formula, charge and spin) ... 64.2 kJ/mol
E_LUMO ... -5.82 eV

***

No. 8
The following is a quantum chemistry calculation of a 2-piece molecular cluster, C9H14 overall, from the OMol25 dataset.

The geometry in XYZ format:
```
23
Properties=species:S:1:pos:R:3
C 1.35901 -0.34632 1.96159
C 1.80640 0.02732 -0.44781
C 1.07681 -0.71865 0.49325
C 1.85569 -0.32819 -1.76442
C 0.02874 -1.52306 0.17543
C 1.01496 -1.43234 -2.09243
C 0.09798 -1.96567 -1.14730
H 2.55075 0.77330 -0.01668
H 2.26476 0.21584 -2.61701
H 0.95505 -1.07959 2.70939
H 1.12432 0.66520 2.26423
H -0.72566 -1.90687 0.95185
H 1.05372 -2.05965 -3.09712
H -0.33642 -2.94399 -1.34970
H 2.46708 -0.26321 2.24386
C -2.33536 0.87481 0.39791
C -1.95117 2.41195 0.01661
H -1.60503 0.12701 0.02094
H -2.15794 0.76535 1.47323
H -3.24841 0.44733 0.37583
H -2.65864 3.09975 -0.45878
H -1.29754 2.27180 -0.83621
H -1.33910 2.88788 0.74334
```

Properties
Charge ... +1
Multiplicity ... 2
Energy relative to the best compared isomer or geometry (same formula, charge and spin) ... 207.2 kJ/mol
E_LUMO (spin up / spin down) ... -4.31 / -8.30 eV